# 1
DFT (ωB97M-V/def2-TZVPD) results for the molecule C4H9NO2.

The calculation puts the orbital gap at 10.7 eV. Its energy above the lowest of the compared OMol25 structures with the same formula, charge and spin is 3.240 eV. As for the total charge: 0. The SMILES is COC/C(C)=N\O.

Geometry (Å):
C: -1.1792 -0.1088 0.3574
H: 0.6806 -0.5745 2.5950
H: 0.7642 1.4257 -0.8706
N: 0.7860 -1.4383 -0.3533
C: 1.0467 -0.1756 1.6428
H: -0.5075 2.4848 -1.5226
C: -0.2935 1.4793 -1.1564
C: 0.2168 -0.6755 0.4995
O: -1.1291 1.2535 -0.0403
H: -1.7742 -0.7074 -0.3421
H: 2.0938 -0.4569 1.5142
H: 0.5252 -2.2898 -1.9862
H: -1.6758 -0.1119 1.3340
O: -0.0514 -1.7657 -1.4168
H: -0.4684 0.7444 -1.9499
H: 0.9657 0.9167 1.6953

Cartesian forces, eV/Å:
-0.1 -0.1 0.0
0.0 0.0 -0.1
0.0 0.0 -0.1
-0.1 0.4 0.6
0.0 0.0 0.0
0.0 -0.1 0.0
0.1 0.1 -0.2
0.3 -0.1 -0.3
-0.1 -0.1 0.2
0.1 0.2 0.1
-0.1 0.0 0.0
-0.1 0.0 0.1
0.1 0.0 -0.1
0.0 -0.2 -0.3
-0.1 0.1 0.0
0.0 -0.2 0.0

Here are the Löwdin charges for atoms 1 to 2, given in e: -0.17, 0.08



# 2
DFT (ωB97M-V/def2-TZVPD) results for the molecule C4H9NO2.

The calculation puts the orbital gap at 11.4 eV. Its energy above the lowest of the compared OMol25 structures with the same formula, charge and spin is 0.172 eV. As for the total charge: 0. The SMILES is CCCOC(N)=O.

Geometry (Å):
N: -2.8660 0.2635 -1.4379
H: 2.1571 0.6013 1.7978
C: 2.4050 -0.0016 0.9171
H: 0.1521 -1.6573 0.7342
H: 3.3223 0.4070 0.4841
H: -3.5258 1.0217 -1.4926
C: 0.0005 -0.6056 0.4655
H: 2.6262 -1.0188 1.2627
H: -2.5154 -0.1239 -2.2995
H: -0.3584 -0.0693 1.3478
H: 1.0441 1.0390 -0.4126
O: -2.2134 0.9731 0.6329
C: 1.2696 0.0084 -0.1032
O: -1.0213 -0.5812 -0.5375
H: 1.5602 -0.5466 -1.0058
C: -2.0369 0.2903 -0.3532

Cartesian forces, eV/Å:
0.0 0.1 0.0
0.0 -0.1 -0.1
0.1 0.0 0.0
0.0 0.1 -0.1
-0.1 -0.1 0.1
0.0 -0.1 0.0
0.1 0.0 0.1
-0.1 0.1 -0.1
0.0 0.0 0.1
0.1 0.0 -0.1
0.1 -0.2 0.1
0.1 -0.3 -0.4
0.0 0.0 0.0
-0.2 0.0 0.0
-0.1 0.1 0.2
-0.1 0.1 0.2

Here are the Löwdin charges for atoms 1 to 2, given in e: 0.17, 0.08



# 3
DFT (ωB97M-V/def2-TZVPD) results for a structure of composition C4H9NO2.

The calculation puts the orbital gap at 9.4 eV. Its energy above the lowest of the compared OMol25 structures with the same formula, charge and spin is 3.332 eV. As for the total charge: 0.

Geometry (Å):
H: -1.5620 0.0636 0.3759
N: -0.6990 -1.9881 -1.4719
C: 0.3838 0.6541 -0.1691
H: -0.4574 2.7503 -0.1897
O: 0.6152 -1.5311 0.2837
C: 0.0749 2.0533 0.4678
O: -1.6916 -0.8757 0.2030
H: 2.1514 -0.2907 0.8416
H: 0.0473 -2.5826 -1.7993
H: -1.6275 -2.1371 -1.8371
H: -0.4796 2.0126 1.4185
C: 1.0593 -0.2805 0.8093
H: 1.0199 2.5759 0.7278
C: -0.4907 -1.1097 -0.4299
H: 0.6685 -0.1498 1.8289
H: 0.9875 0.8357 -1.0595

Cartesian forces, eV/Å:
-0.8 0.0 0.4
0.1 0.5 -0.1
0.4 -0.4 -0.2
0.0 -0.3 0.0
0.0 -0.1 0.2
-0.3 -0.3 -0.2
0.0 0.2 0.2
0.0 0.1 0.0
-0.1 0.3 0.2
0.2 0.2 0.2
0.0 -0.2 -0.3
0.3 0.0 0.2
-0.3 -0.5 -0.2
0.3 0.7 -0.4
0.1 0.1 -0.1
0.0 -0.2 0.0

Here are the Löwdin charges for atoms 1 to 2, given in e: 0.08, 0.17



# 4
DFT (ωB97M-V/def2-TZVPD) results for the molecule C4H9NO2.

The calculation puts the orbital gap at 9.6 eV. Its energy above the lowest of the compared OMol25 structures with the same formula, charge and spin is 5.499 eV. As for the total charge: 0. The SMILES is C=[N+]([O-])OC(C)C.

Geometry (Å):
C: 0.9294 -1.2115 0.5203
C: 1.7780 0.9969 -0.4890
H: -2.6908 1.5164 0.8838
H: -3.7096 -0.0414 0.3274
H: 0.6894 -0.9073 1.4649
O: -0.5691 0.6254 0.0428
O: -1.8625 -1.1060 -0.6399
H: 1.9395 -1.3258 0.5326
H: 1.3034 1.9393 -0.6090
H: 2.5615 0.8011 -1.1863
N: -1.7879 -0.0205 -0.1050
C: -2.8369 0.5734 0.4049
H: 0.5938 -0.4282 -1.4981
H: 2.3358 0.9217 0.5193
C: 0.7203 -0.0963 -0.4844
H: 0.6057 -2.2373 0.3157

Cartesian forces, eV/Å:
-0.3 -0.9 -2.7
0.6 -1.4 3.1
-0.2 0.2 0.1
-0.4 0.3 0.1
-1.0 0.8 2.5
1.2 0.2 -1.1
1.1 -1.5 -1.1
3.4 -0.4 0.2
-0.1 0.9 -0.2
0.2 -0.1 -0.9
-1.1 0.7 0.9
1.3 0.0 -0.2
-0.7 -0.3 -0.3
-1.0 0.6 -1.3
-2.2 0.1 1.0
-0.8 0.6 -0.3

Here are the Löwdin charges for atoms 1 to 2, given in e: -0.05, -0.04



# 5
DFT (ωB97M-V/def2-TZVPD) results for the molecule C4H9NO2.

The calculation puts the orbital gap at 7.9 eV. Its energy above the lowest of the compared OMol25 structures with the same formula, charge and spin is 3.092 eV. As for the total charge: 0. The SMILES is C[NH2+]/C=C(\[O-])OC.

Geometry (Å):
H: 3.0186 0.5642 -1.1882
C: -2.7380 0.2973 0.1218
C: 0.7876 -0.1746 0.1185
H: -3.5435 -0.2432 -0.3863
N: -1.5372 -0.5532 0.3604
O: 1.9258 0.4144 0.5709
O: 0.7734 -0.9266 -0.8765
H: -3.1072 0.6658 1.0789
C: -0.3207 0.1145 0.8943
H: 3.2685 -0.9331 -0.2650
H: -2.4363 1.1540 -0.4915
H: -1.5019 -1.1643 1.1686
H: 3.9057 0.6191 0.3646
H: -1.2213 -1.0422 -0.5012
H: -0.5195 0.9578 1.5262
C: 3.0891 0.1422 -0.1808

Cartesian forces, eV/Å:
0.0 -0.1 0.1
0.1 0.0 0.2
0.0 0.1 -0.1
0.3 -0.1 0.2
0.3 0.1 0.1
0.0 0.1 0.0
0.0 0.0 0.1
0.1 0.0 -0.1
0.1 0.9 -0.5
0.0 0.1 0.0
0.1 -0.3 0.2
-1.6 -0.9 -0.5
-0.1 -0.1 -0.1
0.2 0.1 0.4
0.2 0.1 0.1
0.4 0.0 -0.2

Here are the Löwdin charges for atoms 1 to 2, given in e: 0.09, -0.02



# 6
DFT (ωB97M-V/def2-TZVPD) results for the molecule C4H9NO2.

The calculation puts the orbital gap at 10.9 eV. Its energy above the lowest of the compared OMol25 structures with the same formula, charge and spin is 0.633 eV. As for the total charge: 0. The SMILES is C[C@@H](O)CC(N)=O.

Geometry (Å):
H: -2.3536 0.0704 0.7613
C: 0.1731 -0.8111 0.1221
O: -0.3296 1.4675 -0.3912
H: 0.6379 1.4455 -0.4737
O: 2.4759 -0.9559 -0.6429
H: -0.6159 -0.0570 -1.7624
H: -2.5596 -1.0314 -0.6177
H: -0.1704 -0.8013 1.1619
N: 2.1077 0.4877 1.0439
C: -2.1995 -0.0393 -0.3183
C: 1.6776 -0.4335 0.1123
C: -0.7282 0.1376 -0.6826
H: -2.8128 0.7100 -0.8281
H: 0.0807 -1.8300 -0.2711
H: 1.5115 1.0894 1.5891
H: 3.1050 0.5514 1.1976

Cartesian forces, eV/Å:
0.1 0.0 -0.2
0.3 0.0 0.1
0.3 0.1 -0.1
-0.4 0.6 -0.1
-0.3 0.0 0.2
0.1 0.0 0.2
0.1 0.2 0.0
0.0 0.0 -0.1
0.0 -0.1 -0.1
0.1 0.0 0.0
-0.1 -0.4 0.0
-0.1 -0.3 0.0
0.1 -0.1 0.0
0.2 0.2 0.1
-0.2 -0.4 0.0
-0.2 0.1 -0.3

Here are the Löwdin charges for atoms 1 to 2, given in e: 0.08, -0.07



# 7
DFT (ωB97M-V/def2-TZVPD) results for the molecule C4H9NO2.

The calculation puts the orbital gap at 10.4 eV. Its energy above the lowest of the compared OMol25 structures with the same formula, charge and spin is 1.283 eV. As for the total charge: 0. The SMILES is O=CNCCCO.

Geometry (Å):
H: 1.7999 0.7736 0.8431
H: 0.1250 1.4004 -1.0198
H: 1.4369 -1.0945 -0.3131
H: -1.3097 -2.1662 -0.2236
H: -1.0559 3.1010 0.8761
H: 0.1630 -0.7551 2.0308
O: -0.0640 -2.5578 -1.7492
O: -1.0847 2.3975 0.2200
C: 0.0176 -0.2971 1.0388
C: -0.3392 -2.0074 -0.7094
C: 0.2194 1.9433 -0.0901
H: 0.6505 1.5894 1.9446
H: -1.0548 -0.3182 0.9880
H: 0.8920 2.7810 -0.2831
N: 0.4853 -1.1905 -0.0153
C: 0.7516 1.0268 1.0175

Cartesian forces, eV/Å:
0.1 0.3 0.2
0.0 -0.2 -0.3
0.2 -0.1 -0.4
-0.2 0.2 0.1
0.2 -0.1 0.0
0.4 0.0 -0.1
0.2 -0.2 -0.1
-0.3 0.1 0.0
0.3 -1.4 1.3
0.1 -0.1 -0.2
0.2 0.0 0.3
0.1 -0.3 0.2
-0.6 0.9 -0.4
0.1 0.1 0.1
-0.2 0.5 0.4
-0.6 0.4 -1.0

Here are the Löwdin charges for atoms 1 to 2, given in e: 0.11, 0.11



# 8
DFT (ωB97M-V/def2-TZVPD) results for a cluster of 3 separate species, C4H9NO2 in total.

The calculation puts the orbital gap at 9.0 eV. Its energy above the lowest of the compared OMol25 structures with the same formula, charge and spin is 5.247 eV. As for the total charge: 0.

Geometry (Å):
C: -1.0582 0.7927 -0.8952
H: -1.4143 -0.6542 0.7045
H: 0.3835 -2.1987 -0.2792
H: -2.4004 -0.4315 -0.6770
C: -0.8599 -0.4593 -0.2066
H: -2.5475 0.5026 -0.5838
H: 1.0929 -0.7957 -1.0758
C: 1.3565 -0.8868 1.0503
H: 2.0266 0.6111 2.2508
H: 0.0428 2.2756 -1.5082
O: -0.0495 1.7154 -0.7256
O: 1.9468 -1.7969 1.6069
H: -1.4572 0.8368 -1.9042
H: 1.0070 1.1552 0.9408
N: 1.4080 0.4024 1.4827
C: 0.5078 -1.1139 -0.2036

Cartesian forces, eV/Å:
-0.1 -0.3 -0.1
0.0 0.0 -0.2
0.0 0.1 0.0
0.0 0.1 0.0
0.1 0.2 0.1
0.0 -0.1 0.0
-0.1 0.0 0.1
0.1 -0.1 0.0
-0.1 0.0 -0.1
0.0 -0.1 0.1
0.1 0.2 -0.1
-0.2 0.3 -0.1
0.0 0.0 0.2
0.1 -0.2 0.1
0.1 0.0 0.0
0.0 -0.1 0.0

Here are the Löwdin charges for atoms 1 to 2, given in e: -0.33, 0.09



# 9
DFT (ωB97M-V/def2-TZVPD) results for a cluster of 2 separate species, C4H9NO2 in total.

The calculation puts the orbital gap at 10.7 eV. Its energy above the lowest of the compared OMol25 structures with the same formula, charge and spin is 1.279 eV. As for the total charge: 0. The SMILES is CNC=O.CC=O.

Geometry (Å):
N: 1.0948 0.0288 -0.4936
C: 2.2303 -0.3966 -1.2768
O: 0.2904 1.1916 1.3062
H: -3.3777 0.3753 0.3059
C: -1.8131 -0.9481 0.6895
H: 2.0702 -0.2129 -2.3450
H: -1.7811 1.0244 -0.1786
O: -1.2652 -1.5527 -0.2086
H: -2.0265 -1.4650 1.6469
H: -2.2356 0.9760 1.5478
H: 3.1137 0.1651 -0.9557
C: 1.1825 0.9141 0.5223
C: -2.3173 0.4592 0.5861
H: 2.4305 -1.4646 -1.1287
H: 0.2276 -0.4949 -0.5926
H: 2.1766 1.4004 0.5749

Cartesian forces, eV/Å:
-0.1 0.1 0.2
0.2 0.0 -0.1
0.3 -0.1 -0.2
0.1 0.1 0.1
-0.2 0.0 -0.1
0.0 0.0 0.2
-0.1 -0.2 0.1
-0.1 0.1 0.4
0.0 0.0 -0.1
-0.1 -0.2 -0.2
-0.1 -0.1 -0.1
0.1 0.0 -0.1
-0.1 0.0 0.0
0.0 0.2 0.0
0.2 0.1 0.0
-0.1 -0.1 0.0

Here are the Löwdin charges for atoms 1 to 2, given in e: -0.02, -0.09



# 10
DFT (ωB97M-V/def2-TZVPD) results for the molecule C4H9NO2.

The calculation puts the orbital gap at 10.0 eV. Its energy above the lowest of the compared OMol25 structures with the same formula, charge and spin is 0.634 eV. As for the total charge: 0. The SMILES is NC(=O)CCCO.

Geometry (Å):
O: -1.6638 2.3632 -0.5172
C: -1.0401 1.4207 -0.0617
H: -1.6621 0.1345 -1.6082
H: 0.1627 -1.3455 -1.7849
H: -1.5555 -0.6636 -0.0351
N: -0.2428 1.5268 1.0476
C: 1.1979 -1.0136 0.0816
H: 0.8956 0.2450 -1.6320
H: -0.3247 2.3886 1.5677
H: 0.9138 -1.7694 1.8612
H: 1.7633 -1.9003 -0.2414
C: -1.0525 0.0418 -0.7061
C: 0.3283 -0.5188 -1.0842
H: 1.9251 -0.2424 0.3730
O: 0.3668 -1.3407 1.1939
H: -0.0119 0.6737 1.5459

Cartesian forces, eV/Å:
0.2 -0.2 0.1
0.0 0.0 0.0
0.1 0.0 0.1
0.0 0.1 0.2
0.0 0.1 -0.1
-0.2 0.0 0.1
0.2 0.1 -0.3
-0.1 -0.2 0.1
0.0 -0.1 0.0
-0.1 0.0 -0.1
-0.1 0.2 0.1
-0.1 0.0 -0.1
0.0 0.0 -0.1
-0.2 -0.1 0.0
0.1 -0.2 0.2
0.0 0.2 -0.1

Here are the Löwdin charges for atoms 1 to 2, given in e: 0.04, -0.54